[1]
Entry from the Open Molecules 2025 dataset: C23H25FN2O5 as an isolated structure (the ωB97M-V functional and the def2-TZVPD basis).

Molar mass (g mol⁻¹): 428.46
Energy above the lowest of the compared OMol25 structures with the same formula, charge and spin (eV): 22.354
LUMO level (eV): -0.3

Geometry as ORCA input:
```
! wB97M-V def2-TZVPD RIJCOSX def2/J DEFGRID3
* xyz 0 1
C 4.65 -0.37 -3.78
H 4.22 -1.34 -3.52
H 5.05 -0.41 -4.68
H 5.22 0.04 -3.02
C 3.33 0.80 -4.03
C 3.95 2.07 -4.30
H 4.73 2.41 -3.47
H 2.90 2.70 -4.41
H 4.33 2.06 -5.32
C 2.44 0.13 -5.04
C 1.79 -1.44 -4.75
O 1.44 -2.14 -5.69
C 1.51 -1.18 -3.30
C 1.96 -0.50 -2.34
C 1.53 -0.43 -1.10
C 1.01 -1.59 -0.57
C 0.54 -2.43 -1.39
C 0.90 -2.48 -2.79
O 0.24 -3.52 -3.58
H 0.78 -3.32 -4.52
H -0.15 -3.38 -1.19
O 0.62 -1.91 0.68
C 0.80 -0.90 1.68
C 0.33 0.50 1.46
O 0.59 1.54 1.49
N -1.15 0.65 1.07
C -1.96 -0.28 0.93
H -1.75 -1.42 1.51
C -3.25 0.01 1.41
N -3.20 1.01 2.54
C -3.16 0.53 3.76
C -2.99 -0.65 4.09
C -2.80 -1.11 5.54
C -2.76 0.05 6.45
C -2.93 1.31 6.11
C -3.17 1.39 4.83
H -3.43 2.68 4.48
H -2.80 1.89 7.03
F -2.66 -0.46 7.76
H -2.57 -2.26 5.73
H -2.77 -1.48 3.60
C -2.44 2.07 1.98
H -3.38 2.95 1.60
C -1.63 2.07 0.79
H -0.96 2.66 0.63
H -2.32 2.02 -0.01
H -2.07 2.80 2.89
H -3.94 0.63 0.75
H -4.11 -0.88 1.74
H -2.01 -0.88 -0.23
H 0.36 -1.19 2.62
H 1.81 -0.65 1.74
H 1.76 0.29 -0.27
O 2.80 0.70 -2.61
H 3.03 0.01 -5.86
H 1.74 0.64 -5.08
*
```


[2]
Entry from the Open Molecules 2025 dataset: a 2-piece molecular cluster, C4H8O overall (the ωB97M-V functional and the def2-TZVPD basis).

Molar mass (g mol⁻¹): 72.11
SMILES string: C=CC=C.O
Energy above the lowest of the compared OMol25 structures with the same formula, charge and spin (eV): 2.106
LUMO level (eV): 1.0

Geometry as ORCA input:
```
! wB97M-V def2-TZVPD RIJCOSX def2/J DEFGRID3
* xyz 0 1
C -0.03 0.02 -3.30
C 0.54 0.85 -2.44
C -0.15 1.31 -1.22
C 0.55 1.62 -0.14
H -1.05 -0.32 -3.18
H 0.48 -0.35 -4.19
H 1.38 1.43 -2.82
H -1.15 1.71 -1.42
H 0.15 2.13 0.73
H 1.63 1.75 -0.22
O -1.13 -3.61 6.19
H -0.18 -3.74 6.35
H -1.04 -2.80 5.66
*
```


[3]
Entry from the Open Molecules 2025 dataset: one molecule with the formula C23H25N3O5S (the ωB97M-V functional and the def2-TZVPD basis).

Molar mass (g mol⁻¹): 455.54
SMILES string: CCc1ccccc1NS(=O)(=O)c1ccc2[nH]cc(C(=O)NC[C@H]3CCCO3)c(=O)c2c1
Energy above the lowest of the compared OMol25 structures with the same formula, charge and spin (eV): 1.429
LUMO level (eV): -0.2

Geometry as ORCA input:
```
! wB97M-V def2-TZVPD RIJCOSX def2/J DEFGRID3
* xyz 0 1
C 1.33 -2.13 0.46
C 0.49 -3.07 -0.39
C 1.35 -3.96 -1.24
C 2.08 -4.98 -0.64
C 2.89 -5.83 -1.37
C 2.98 -5.67 -2.74
C 2.27 -4.66 -3.36
C 1.46 -3.80 -2.62
N 0.73 -2.80 -3.30
S 1.18 -1.18 -3.17
O 2.36 -1.04 -2.37
O 1.18 -0.67 -4.51
C -0.22 -0.43 -2.34
C -1.49 -0.67 -2.86
C -2.58 -0.08 -2.28
C -2.42 0.76 -1.17
N -3.51 1.35 -0.58
C -3.36 2.15 0.50
C -2.16 2.44 1.06
C -2.21 3.34 2.27
O -3.27 3.63 2.79
N -1.01 3.78 2.69
C -0.85 4.55 3.90
C -0.04 3.77 4.95
C -0.67 2.42 5.32
C 0.52 1.46 5.33
C 1.44 2.11 4.30
O 1.27 3.51 4.48
C -0.94 1.87 0.52
O 0.18 2.06 0.98
C -1.14 1.00 -0.65
C -0.04 0.40 -1.26
H 2.01 -1.56 -0.17
H 1.92 -2.69 1.18
H 0.70 -1.43 1.01
H -0.18 -2.49 -1.04
H -0.13 -3.70 0.26
H 1.99 -5.11 0.43
H 3.44 -6.61 -0.87
H 3.60 -6.33 -3.32
H 2.33 -4.53 -4.43
H 0.65 -3.00 -4.29
H -1.58 -1.31 -3.72
H -3.58 -0.25 -2.68
H -4.42 1.17 -0.96
H -4.26 2.58 0.92
H -0.18 3.42 2.24
H -1.85 4.77 4.29
H -0.32 5.48 3.67
H 0.06 4.42 5.84
H -1.18 2.46 6.28
H -1.39 2.12 4.56
H 0.25 0.44 5.05
H 1.00 1.45 6.31
H 2.50 1.89 4.45
H 1.17 1.82 3.28
H 0.95 0.59 -0.87
*
```


[4]
Entry from the Open Molecules 2025 dataset: an isolated ion of composition CHF3NO2S and charge -1 (the ωB97M-V functional and the def2-TZVPD basis).

Molar mass (g mol⁻¹): 148.09
Energy above the lowest of the compared OMol25 structures with the same formula, charge and spin (eV): 0.452
LUMO level (eV): 4.1

Geometry as ORCA input:
```
! wB97M-V def2-TZVPD RIJCOSX def2/J DEFGRID3
* xyz -1 1
C -1.25 -0.07 0.16
N 0.20 -0.51 0.54
O 1.52 1.13 -1.32
O 2.74 -0.27 0.47
F -1.25 0.52 -1.04
F -2.12 -1.09 0.23
F -1.81 0.83 1.01
S 1.64 0.66 0.14
H 0.33 -1.20 -0.18
*
```


[5]
Entry from the Open Molecules 2025 dataset: a 2-piece molecular cluster, C4H8N2O2 overall (the ωB97M-V functional and the def2-TZVPD basis).

Molar mass (g mol⁻¹): 116.12
Energy above the lowest of the compared OMol25 structures with the same formula, charge and spin (eV): 5.704
LUMO level (alpha / beta) (eV): -0.1 / -0.1

Geometry as ORCA input:
```
! wB97M-V def2-TZVPD RIJCOSX def2/J DEFGRID3
* xyz 0 1
C 1.07 -0.18 -0.34
C -0.41 1.27 -0.40
N 0.44 -1.25 -1.10
C -0.96 -0.13 1.45
C -1.22 1.01 0.67
O 1.89 -0.72 0.65
O -0.94 -1.41 1.10
N -0.20 1.97 -1.40
H 1.37 -1.30 1.22
H -0.65 -1.53 0.13
H 1.71 0.46 -0.94
H -0.04 -0.88 -1.91
H 1.10 -1.97 -1.37
H -0.18 2.98 -1.29
H -1.03 -0.04 2.53
H -1.95 1.75 1.00
*
```


[6]
Entry from the Open Molecules 2025 dataset: an isolated ion of composition C3H11N6 and charge +1 (the ωB97M-V functional and the def2-TZVPD basis).

Molar mass (g mol⁻¹): 131.16
SMILES string: N[C@H]1N(N)C=NCN1[NH3+]
Energy above the lowest of the compared OMol25 structures with the same formula, charge and spin (eV): 2.749
LUMO level (eV): -3.5

Geometry as ORCA input:
```
! wB97M-V def2-TZVPD RIJCOSX def2/J DEFGRID3
* xyz 1 1
N -1.94 0.00 0.77
C -0.66 -0.47 0.45
N -0.41 -0.33 -1.00
N -1.12 -1.24 -1.76
C 0.26 0.84 -1.42
N 0.99 1.55 -0.65
C 0.76 1.48 0.77
N 0.60 0.09 1.21
N 1.71 -0.76 0.85
H -2.26 0.00 1.74
H -2.11 0.95 0.47
H -0.68 -1.44 0.90
H -0.63 -1.70 -2.53
H -2.04 -0.91 -1.96
H 0.26 0.94 -2.58
H 1.54 1.83 1.36
H -0.07 2.06 0.98
H 1.68 -1.71 1.44
H 2.50 -0.23 1.05
H 1.61 -0.93 -0.09
*
```


Number 3 is which compound?
C23H25N3O5S


What did the fifth record say?
Entry from the Open Molecules 2025 dataset: a 2-piece molecular cluster, C4H8N2O2 overall (the ωB97M-V functional and the def2-TZVPD basis).

Molar mass (g mol⁻¹): 116.12
Energy above the lowest of the compared OMol25 structures with the same formula, charge and spin (eV): 5.704
LUMO level (alpha / beta) (eV): -0.1 / -0.1

Geometry as ORCA input:
```
! wB97M-V def2-TZVPD RIJCOSX def2/J DEFGRID3
* xyz 0 1
C 1.07 -0.18 -0.34
C -0.41 1.27 -0.40
N 0.44 -1.25 -1.10
C -0.96 -0.13 1.45
C -1.22 1.01 0.67
O 1.89 -0.72 0.65
O -0.94 -1.41 1.10
N -0.20 1.97 -1.40
H 1.37 -1.30 1.22
H -0.65 -1.53 0.13
H 1.71 0.46 -0.94
H -0.04 -0.88 -1.91
H 1.10 -1.97 -1.37
H -0.18 2.98 -1.29
H -1.03 -0.04 2.53
H -1.95 1.75 1.00
*
```